Record 1
{
  "formula": "C6H10IN2O",
  "method": "the ωB97M-V functional and the def2-TZVPD basis",
  "gap_ev": 8.6897,
  "lumo_energy_ev": -3.955,
  "de_lowest_kj_mol": 142.0,
  "charge": 1,
  "energy_ev": -19504.1996,
  "fmax_ha_per_bohr": 0.056,
  "homo_energy_ev": -12.64,
  "elements": ["C", "C", "C", "C", "C", "C", "N", "N", "O", "I", "H", "H", "H", "H", "H", "H", "H", "H", "H", "H"],
  "positions_angstrom": [[-1.03758, -0.90136, 1.77109], [0.20294, -1.51400, 1.53953], [-1.61734, -0.20484, 0.75280], [0.93910, -1.20967, 0.42744], [-0.79154, 0.02555, -0.40755], [-2.50430, 1.23874, -1.69602], [0.42979, -0.50662, -0.58491], [3.26232, 0.71731, 0.12773], [-1.14416, 0.84027, -1.37844], [1.48307, -0.06502, -2.17270], [-1.73427, -1.06209, 2.64055], [0.80765, -2.10125, 2.18711], [-2.58402, 0.23076, 0.88086], [1.99798, -1.65478, 0.25954], [-2.81673, 1.82136, -0.82563], [-3.00769, 0.22665, -1.88194], [-2.51419, 1.99761, -2.47152], [3.63731, -0.21008, 0.15963], [3.12291, 0.99888, 1.06829], [3.86878, 1.33259, -0.39586]]
}

Record 2
{
  "formula": "C6H10INS",
  "method": "the ωB97M-V functional and the def2-TZVPD basis",
  "gap_ev": 8.7888,
  "lumo_energy_ev": 0.500,
  "smiles": "CC1=NCCS[C@]1(C)I",
  "de_lowest_kj_mol": 98.2,
  "charge": 0,
  "energy_ev": -26807.6372,
  "fmax_ha_per_bohr": 0.098,
  "homo_energy_ev": -8.29,
  "elements": ["C", "C", "N", "C", "C", "S", "C", "C", "I", "H", "H", "H", "H", "H", "H", "H", "H", "H", "H"],
  "positions_angstrom": [[0.43073, -1.10533, 1.96258], [0.00096, -0.05799, 0.96109], [0.04853, 1.15276, 1.18684], [-0.63375, 2.12942, 0.33381], [-0.07093, 1.86467, -1.10053], [-0.90192, 0.48293, -1.90825], [-0.58231, -0.85934, -0.63838], [0.67514, -1.54405, -1.13165], [-2.22337, -2.11606, -0.32360], [0.12824, -0.81862, 2.92206], [1.41365, -1.23829, 1.80578], [-0.09323, -2.09471, 1.76265], [-0.37312, 3.11534, 0.54301], [-1.60191, 1.82092, 0.37974], [-0.16426, 2.56860, -1.87333], [0.92378, 1.69424, -1.09297], [0.60400, -2.16697, -2.04614], [0.99914, -2.11104, -0.31532], [1.42064, -0.71649, -1.42738]]
}

Record 3
{
  "formula": "C6H10N",
  "method": "the ωB97M-V functional and the def2-TZVPD basis",
  "gap_ev": 8.6128,
  "lumo_energy_ev": -5.453,
  "smiles": "CC=C=C=[N+](C)C",
  "de_lowest_kj_mol": 242.8,
  "charge": 1,
  "energy_ev": -7863.8319,
  "fmax_ha_per_bohr": 0.107,
  "homo_energy_ev": -14.07,
  "elements": ["C", "C", "C", "C", "N", "C", "C", "H", "H", "H", "H", "H", "H", "H", "H", "H", "H"],
  "positions_angstrom": [[-3.38766, -0.38562, 0.11189], [-2.47175, 0.69986, -0.13772], [-1.13064, 0.55432, 0.01740], [0.09476, 0.28425, 0.00743], [1.40974, 0.14711, 0.01086], [1.97968, -1.17446, 0.08300], [2.35430, 1.25157, -0.08895], [-4.04340, 0.10009, 1.02332], [-3.07494, -1.41807, 0.43529], [-4.20218, -0.54603, -0.72166], [-2.76451, 1.74302, -0.44313], [2.06426, -1.63736, 1.08325], [1.32142, -1.89830, -0.45116], [2.93555, -1.21882, -0.52114], [2.78435, 1.12317, -1.15449], [1.61519, 2.12464, -0.16106], [3.22893, 1.24010, 0.49105]]
}

Record 4
{
  "formula": "C6H10N",
  "method": "the ωB97M-V functional and the def2-TZVPD basis",
  "gap_ev": 9.5750,
  "lumo_energy_ev": -3.673,
  "smiles": "[NH3+][C@H]1C[C@@H]2C=C[C@H]12",
  "de_lowest_kj_mol": 224.7,
  "charge": 1,
  "energy_ev": -7864.0189,
  "fmax_ha_per_bohr": 0.095,
  "homo_energy_ev": -13.25,
  "elements": ["N", "C", "C", "C", "C", "C", "C", "H", "H", "H", "H", "H", "H", "H", "H", "H", "H"],
  "positions_angstrom": [[2.04875, 0.39119, 0.16225], [0.63130, 0.19074, -0.44663], [0.15371, -1.29942, -0.31494], [-1.01590, -0.81204, 0.63748], [-2.05718, -0.18229, -0.29787], [-1.61727, 1.07005, -0.12044], [-0.37538, 0.77880, 0.56108], [2.87038, 0.38313, -0.52031], [2.09367, -0.40290, 0.79984], [1.96519, 1.37946, 0.68135], [0.69852, 0.59243, -1.48452], [0.90919, -1.92811, 0.14551], [-0.16971, -1.62059, -1.28639], [-1.29593, -1.41446, 1.41728], [-3.01756, -0.59874, -0.75512], [-2.00440, 2.09968, -0.46800], [0.18261, 1.37308, 1.28941]]
}

Record 5
{
  "formula": "C6H10N",
  "method": "the ωB97M-V functional and the def2-TZVPD basis",
  "gap_ev": [8.1213, 8.1221],
  "lumo_energy_ev": [-5.817, -5.817],
  "de_lowest_kj_mol": 480.8,
  "charge": 1,
  "energy_ev": -7861.3650,
  "fmax_ha_per_bohr": 0.088,
  "homo_energy_ev": [-13.94, -13.94],
  "elements": ["C", "C", "C", "C", "C", "C", "N", "H", "H", "H", "H", "H", "H", "H", "H", "H", "H"],
  "positions_angstrom": [[-1.58505, -2.38554, -0.00553], [-0.67358, -1.60459, -0.08484], [0.66347, 1.68231, 0.59872], [1.73647, -0.84483, 0.00977], [-1.51446, 1.15922, -0.10227], [0.29772, -0.57721, -0.26053], [-0.17160, 0.72931, 0.19759], [-2.25399, -3.18820, 0.37847], [1.67796, 1.40983, 0.89603], [0.28544, 2.74705, 1.01969], [2.39632, -0.24231, -0.62175], [2.06517, -0.72266, 1.05920], [1.98307, -1.87101, -0.43659], [-1.68774, 2.07805, 0.46776], [-2.15324, 0.23171, 0.05755], [-1.50715, 1.40074, -1.22459], [0.44120, -0.00187, -1.94868]]
}

Record 6
{
  "formula": "C6H10N",
  "method": "the ωB97M-V functional and the def2-TZVPD basis",
  "gap_ev": 9.2137,
  "lumo_energy_ev": -5.025,
  "smiles": "C=C1C[N+]1=C(C)C",
  "de_lowest_kj_mol": 224.5,
  "charge": 1,
  "energy_ev": -7864.0213,
  "fmax_ha_per_bohr": 0.118,
  "homo_energy_ev": -14.24,
  "elements": ["C", "C", "C", "N", "C", "C", "C", "H", "H", "H", "H", "H", "H", "H", "H", "H", "H"],
  "positions_angstrom": [[-2.63562, -0.98392, -0.02535], [-1.74251, 0.00600, -0.06658], [-1.26943, 1.43196, -0.00371], [-0.42664, 0.28420, -0.11038], [0.87775, -0.13046, -0.02860], [1.83136, 0.99957, 0.05466], [1.25315, -1.55942, -0.01584], [-2.27611, -1.92685, -0.16306], [-3.60830, -0.68379, 0.00887], [-1.26062, 2.03979, -0.82821], [-1.09694, 2.09789, 0.84735], [1.51757, 1.86519, -0.32108], [1.94712, 1.29358, 1.07245], [2.82107, 0.71531, -0.14640], [2.17737, -1.44457, 0.48603], [0.40319, -2.14295, 0.31015], [1.48757, -1.86154, -1.07029]]
}